Record 1
The following is a DFT calculation (ωB97M-V/def2-TZVPD) of a 10-piece molecular cluster, C34H68O33S3 overall at a distorted geometry.

Properties
Total energy in eV: -136424.45274
E_HOMO in eV: -10.2623
Total charge: 0
Energy relative to the best compared isomer or geometry (same formula, charge and spin) in kcal/mol: 128.8
LUMO level in eV: 0.1
SMILES: O=S1(=O)OCCO1.O=S1(=O)OCCO1.O=S1(=O)OCCO1.CCOC(=O)OC.CCOC(=O)OC.CCOC(=O)OC.CCOC(=O)OC.CCOC(=O)OC.CCOC(=O)OC.CCOC(=O)OC

```
138
Properties=species:S:1:pos:R:3:forces:R:3
O 2.11607 -7.71371 6.03848 -1.6 -2.1 -2.1
S 1.50397 -8.67543 5.11520 1.5 0.7 1.0
O 0.83087 -9.85912 5.62873 0.7 2.0 -1.1
O 0.66620 -7.85420 3.98531 -0.1 0.1 1.7
C 0.67476 -8.51598 2.74076 1.5 -0.4 -0.3
C 2.11921 -9.21943 2.73279 -1.5 -1.8 -0.2
O 2.63214 -9.14298 4.03176 0.1 1.5 2.2
H -0.22154 -9.13419 2.69001 0.4 -0.4 -0.3
H 0.67583 -7.76919 1.94679 -0.3 0.1 0.2
H 2.82187 -8.84484 1.98845 -0.1 0.4 0.3
H 2.08672 -10.30827 2.69416 -0.7 -0.1 -1.4
O 3.04633 2.25205 -5.57983 -0.1 0.2 0.0
S 3.22130 3.50952 -6.21326 -0.4 2.0 -4.2
O 4.42540 4.29639 -5.98734 -2.6 -1.1 0.2
O 3.08225 3.41977 -7.88174 1.3 -1.4 1.0
C 1.89100 3.91916 -8.49617 1.1 0.5 -0.3
C 0.94195 4.19812 -7.33907 0.3 -1.9 -1.0
O 1.82280 4.35415 -6.23174 0.4 1.1 2.3
H 2.21668 4.79397 -9.05895 -0.2 0.5 0.3
H 1.57491 3.23885 -9.28698 -0.4 -0.4 0.6
H 0.34662 3.29855 -7.18281 -0.1 0.0 0.3
H 0.23828 4.99853 -7.56775 0.6 0.5 0.8
O 2.14412 -2.66967 1.58537 -1.5 1.7 1.0
S 1.28097 -1.51725 1.82140 0.6 1.1 -2.2
O 0.37689 -1.40237 2.97518 2.2 -0.2 -3.2
O 2.14187 -0.12444 1.60957 0.0 -0.8 3.3
C 2.52583 0.15326 0.30586 -0.1 0.2 -0.9
C 1.34339 -0.34599 -0.54617 -0.4 1.2 0.7
O 0.57264 -1.16181 0.34157 -0.7 -2.4 1.3
H 2.69036 1.22875 0.23993 -0.3 0.0 0.0
H 3.47640 -0.30632 0.03512 -0.1 -0.4 0.1
H 1.71355 -0.72683 -1.49803 -0.4 -1.0 0.3
H 0.56335 0.38957 -0.74259 0.7 0.6 -0.4
C 0.58862 6.09087 1.69076 -1.6 -1.0 0.0
C 1.22630 7.37096 1.33501 0.9 0.7 1.4
O 0.42893 8.11819 0.42496 0.2 0.2 -0.5
C -0.42699 9.09593 0.71196 -1.6 0.3 -0.4
O -1.24587 9.45909 -0.12533 1.5 -0.2 2.0
O -0.29431 9.54756 1.99835 2.5 -1.2 -1.0
C -1.29609 10.23669 2.64191 -3.0 0.3 -1.2
H -0.34425 6.33917 2.19691 -0.2 0.0 0.2
H 1.16081 5.51000 2.41414 0.2 0.0 -0.3
H 0.24969 5.49974 0.83999 0.5 -0.2 -0.1
H 2.24254 7.27412 0.95294 -0.2 0.0 -0.5
H 1.33510 7.84263 2.31163 0.1 0.8 -0.3
H -1.03865 10.88822 3.47697 0.7 -0.5 -0.2
H -2.05022 9.49255 2.89814 -0.1 0.0 0.8
H -1.83679 10.79725 1.87934 0.1 0.6 0.1
C 7.66165 7.19670 4.88843 -0.4 -0.2 0.6
C 7.65139 8.03411 3.60595 0.1 -0.5 2.5
O 8.15468 7.27319 2.52601 -0.6 0.2 -1.9
C 7.32748 6.41342 1.87266 -0.8 -0.5 1.9
O 6.33694 5.89771 2.43542 2.8 1.3 -2.8
O 7.87363 6.20933 0.61188 -0.3 2.0 3.5
C 7.65805 4.96252 0.09247 -1.1 -1.7 -0.9
H 8.62011 7.01363 5.37418 0.4 0.1 -0.6
H 7.17355 6.23234 4.74751 0.0 0.1 -0.1
H 7.09872 7.71312 5.66593 -0.2 0.2 -0.1
H 8.31002 8.87929 3.80587 0.3 -0.1 -0.7
H 6.65036 8.45940 3.53411 -0.1 -0.4 -0.9
H 7.96842 5.04117 -0.94945 -0.3 -0.4 0.1
H 6.60206 4.72852 0.22748 -0.1 -0.2 -0.6
H 8.19109 4.16136 0.60442 0.4 0.2 0.1
C 12.29712 -7.04802 8.29591 -0.1 -0.8 -0.2
C 11.86588 -7.17355 6.82621 0.6 0.8 0.1
O 10.48172 -6.93671 6.68527 -2.3 0.6 0.2
C 9.92760 -6.31329 5.62684 4.2 0.4 -3.3
O 10.63326 -6.04870 4.58966 -3.4 -0.7 3.6
O 8.65723 -6.03437 5.88677 0.8 -0.8 0.8
C 7.75383 -5.61156 4.91531 -1.6 1.4 -0.9
H 13.35170 -7.32185 8.26473 0.2 0.4 0.3
H 11.85622 -7.73559 9.01768 -0.4 -0.3 -0.4
H 12.13244 -6.06441 8.73577 0.2 0.2 -0.5
H 12.09165 -8.12698 6.34861 0.1 -0.1 0.3
H 12.43154 -6.40497 6.29950 -0.1 0.0 -0.3
H 6.88991 -5.16316 5.40591 0.2 -0.1 0.7
H 7.24961 -6.38429 4.33501 0.9 -0.5 -0.2
H 8.09620 -4.78003 4.29932 0.6 -0.5 -0.3
C -5.55233 0.01464 3.86841 -0.5 -0.4 1.1
C -5.85539 -0.92765 5.08922 1.5 0.4 -1.7
O -7.27309 -1.04724 5.31221 1.3 -0.3 -0.7
C -7.74303 -0.14854 6.11560 -0.2 2.7 4.0
O -7.07189 0.56364 6.92753 -2.7 -2.1 -3.0
O -9.11342 -0.19026 6.01419 1.2 0.6 0.2
C -9.89544 0.68676 6.85170 0.1 -0.1 0.2
H -5.91904 -0.46488 2.96083 0.2 0.3 -0.1
H -4.48749 0.24432 3.83021 0.1 -0.5 -0.2
H -6.00263 0.99860 3.99928 -0.4 -0.1 0.0
H -5.24526 -0.59813 5.93021 -0.8 0.1 0.4
H -5.47617 -1.91340 4.81985 -0.4 -0.1 0.1
H -9.64057 1.74110 6.74452 0.3 -0.1 -0.2
H -9.79459 0.42901 7.90597 0.2 -0.1 -0.1
H -10.93727 0.54808 6.56281 0.2 -0.1 -0.2
C -5.95357 -5.05340 0.48246 0.3 -1.7 0.7
C -7.32422 -4.83627 -0.09889 0.0 0.1 -0.4
O -8.24320 -5.84236 0.34708 -1.8 -0.2 -0.3
C -9.52138 -5.85821 -0.19807 -0.3 -0.5 -0.1
O -9.99751 -5.23522 -1.15103 1.5 -1.5 2.7
O -10.16819 -6.82735 0.57702 1.1 1.0 -0.8
C -11.50702 -7.13818 0.24470 -1.2 1.3 -0.7
H -5.14813 -4.39303 0.16112 -0.5 0.4 -0.1
H -5.60025 -6.05082 0.22092 0.0 -0.2 -0.3
H -5.98872 -5.12716 1.56939 0.0 0.5 0.1
H -7.25912 -4.99753 -1.17494 -0.2 1.0 -0.1
H -7.69075 -3.88347 0.28308 -0.2 0.2 -0.8
H -11.60897 -7.39338 -0.81010 0.1 -0.4 0.1
H -12.13360 -6.25596 0.37583 0.1 0.3 -0.1
H -11.99639 -7.84975 0.90974 1.0 -0.4 0.0
C -0.17063 -1.77752 -13.56953 -0.8 -0.3 -0.2
C -0.85033 -0.57047 -12.94620 0.9 0.2 1.8
O -0.43833 -0.60114 -11.46696 0.1 -0.3 -2.4
C -1.26782 -0.16439 -10.53359 2.6 -1.6 0.4
O -2.28383 0.39972 -10.70914 -1.5 0.8 0.4
O -0.71718 -0.48916 -9.31620 -1.2 1.3 0.5
C 0.38546 -1.34241 -9.11343 0.4 -2.0 -0.7
H 0.15888 -1.58656 -14.59083 -0.1 0.1 0.0
H -0.94535 -2.54386 -13.59466 0.4 -0.4 -0.2
H 0.68747 -2.16396 -13.01960 -0.1 0.3 0.2
H -1.93942 -0.60859 -12.96895 0.2 0.0 0.0
H -0.49646 0.36355 -13.38266 -0.1 0.1 0.4
H 0.74967 -1.41312 -8.08851 -0.3 1.3 0.1
H 1.21803 -1.25214 -9.81111 -0.1 0.7 0.1
H 0.08360 -2.38339 -9.22885 -0.4 -0.2 -0.5
C -5.30162 0.39330 -3.32368 0.6 0.1 0.2
C -5.47901 1.71257 -4.10245 1.6 -1.4 -0.4
O -5.92423 2.77876 -3.28568 -3.3 -0.1 -1.6
C -5.16933 3.34405 -2.42598 5.9 -2.2 2.5
O -4.01239 2.89851 -2.14019 -3.1 1.8 -0.7
O -5.76407 4.34101 -1.83504 -1.4 1.5 0.0
C -5.32088 4.98981 -0.65227 0.5 -0.3 1.6
H -4.66173 -0.36445 -3.77584 -0.1 0.3 -0.8
H -6.29610 -0.04944 -3.26807 0.1 -0.1 0.5
H -4.79597 0.48230 -2.36218 -0.5 0.5 0.2
H -6.16485 1.37343 -4.87880 -0.9 1.2 0.3
H -4.65733 2.12637 -4.68701 0.6 -0.5 0.4
H -4.27083 5.27657 -0.59491 0.0 -0.2 -0.7
H -5.52527 4.39496 0.23794 0.3 -0.9 -0.2
H -5.91737 5.85181 -0.35351 -0.3 0.3 -1.3
```
Positions in Å, forces in eV/Å.

---

Record 2
The following is a DFT calculation (ωB97M-V/def2-TZVPD) of an isolated molecule of C2H6N2O2S at a distorted geometry.

Properties
Total energy in eV: -20075.76513
E_HOMO in eV: -8.3605
Total charge: 0
Energy relative to the best compared isomer or geometry (same formula, charge and spin) in kcal/mol: 145.8
LUMO level in eV: 0.7

```
13
Properties=species:S:1:pos:R:3:forces:R:3
C 0.92501 0.95033 -0.22535 -0.5 -4.2 0.0
C -0.36810 0.17801 -0.54178 2.4 -1.9 1.9
N 1.95027 -0.08207 0.10860 0.4 0.8 0.6
N -1.17482 -2.35865 -0.78785 -1.5 -2.1 0.6
O 1.74697 -1.28479 -0.51346 -1.6 -0.6 -1.2
O -2.12667 -2.12823 0.25711 1.0 1.2 -0.3
S 0.01798 -1.50501 -1.20152 1.6 1.7 0.0
H 1.39613 1.45433 -0.98766 0.1 1.8 -1.9
H 0.77353 1.45207 0.66592 -0.1 1.7 1.4
H -0.86288 -0.19030 0.36397 -0.1 0.7 0.1
H -1.05782 0.59685 -1.15603 -1.9 1.4 -1.9
H 1.93445 -0.26160 1.08974 -0.2 -0.2 0.9
H -2.10311 -2.90441 0.82640 0.2 -0.3 -0.3
```
Positions in Å, forces in eV/Å.

---

| no. | orbital gap (eV) |
| --- | --- |
| 1 | 10.355 |
| 2 | 9.039 |